70
Properties=species:S:1:pos:R:3 method="wB97M-V/def2-TZVPD" orbital_gap_ev="7.3 / 7.4" fmax_ha_per_bohr=0.03744 multiplicity=3 e_above_lowest_kcal_mol=23.6 total_charge=+1
Mo -0.06806 -0.48374 -0.26788
O -4.04206 -0.76020 -1.08128
C -2.82916 -0.85345 -1.05748
N -2.01952 -0.56741 -0.00331
C -2.68381 -0.36574 1.26647
C -1.76070 -0.81037 2.35468
C -2.18604 -0.94703 3.67026
C -1.29045 -1.38480 4.62664
C 0.01129 -1.67772 4.23777
C 0.35492 -1.52080 2.91184
N -0.50931 -1.09730 1.98766
C -2.04225 -1.42899 -2.18297
C -2.61934 -1.76450 -3.39352
C -1.84358 -2.35895 -4.37071
C -0.50733 -2.62212 -4.07673
C -0.01091 -2.27208 -2.84200
N -0.74556 -1.66361 -1.89831
H -3.61591 -0.93465 1.29284
H -2.95017 0.68303 1.40430
H -3.20852 -0.70550 3.92940
H -1.60016 -1.51067 5.65539
H 0.74586 -2.02479 4.95048
H 1.35687 -1.73800 2.56627
H -3.67046 -1.55238 -3.53282
H -2.26713 -2.62995 -5.32759
H 0.13524 -3.10451 -4.79979
H 1.01205 -2.49951 -2.56661
Cl 1.57021 3.06211 6.20812
C 1.19814 2.52252 4.60850
C 2.07832 1.69277 3.94275
C 1.76480 1.26019 2.66676
Cl 2.89885 0.21351 1.87970
C 0.57807 1.62408 1.98892
O 0.24693 1.25063 0.76623
C -0.24839 2.51631 2.71010
Cl -1.65549 3.12445 1.91509
C 0.03430 2.94415 3.99155
H 3.00550 1.38891 4.40730
H -0.64654 3.60993 4.50284
N 2.01339 0.35703 -1.38913
C 1.62863 0.75106 -2.74409
C 2.68979 1.51077 -3.55195
C 3.41970 2.66315 -2.84722
C 2.53797 3.86557 -2.47436
N 1.71037 4.32874 -3.57820
C 2.09516 5.06001 -4.59552
N 1.26503 5.20593 -5.63814
N 3.29174 5.66167 -4.63001
C 0.23510 1.41578 -2.63910
O -0.12428 2.27224 -3.45448
O -0.48069 0.96708 -1.69686
H 2.31164 1.16223 -0.85232
H 2.77134 -0.31501 -1.38731
H 1.41525 -0.16455 -3.30077
H 2.20218 1.87307 -4.45933
H 3.44834 0.79113 -3.86717
H 4.22067 2.99455 -3.51281
H 3.90168 2.30632 -1.93387
H 3.15155 4.68204 -2.08908
H 1.84415 3.58513 -1.68165
H 0.86018 3.73749 -3.68410
H 0.34415 4.80198 -5.59826
H 1.47333 5.83312 -6.39288
H 3.91242 5.61253 -3.84292
H 3.52225 6.29931 -5.37000
C 1.66048 -3.15949 -0.03071
O 1.06387 -1.90579 0.02056
H 1.82421 -3.54918 0.97824
H 2.63511 -3.10414 -0.53015
H 1.03254 -3.88329 -0.56409

---

165
Properties=species:S:1:pos:R:3 method="wB97M-V/def2-TZVPD" smiles=CC1(C)CCCC(C)(C)N1O.CC1(C)CCCC(C)(C)N1O.COCCNCCOC.COCCNCCOC.COCCNCCOC.COCCNCCOC.CCO orbital_gap_ev=8.9 fmax_ha_per_bohr=0.07956 multiplicity=1 total_charge=0
C -16.58484 -7.51599 12.95552
C -17.70494 -6.51861 12.57226
C -17.96053 -6.56292 10.98093
C -19.06471 -6.90208 13.39686
C -19.97459 -5.64483 13.56697
C -19.17000 -4.51380 14.13527
C -18.08995 -4.07026 13.11050
C -18.72241 -3.37376 11.81658
C -17.25942 -2.99739 13.80093
N -17.17206 -5.22894 12.88055
O -16.03218 -4.84568 12.10893
H -16.13523 -7.35535 13.93538
H -16.88424 -8.56396 12.93954
H -15.89517 -7.41841 12.11711
H -18.01751 -7.63340 10.78365
H -18.83846 -5.96605 10.73375
H -17.18194 -6.12069 10.35936
H -19.65508 -7.61485 12.82106
H -18.89929 -7.22599 14.42439
H -20.50165 -5.26533 12.69160
H -20.82177 -5.87577 14.21276
H -18.76376 -4.90312 15.06881
H -19.80577 -3.68820 14.45509
H -19.22401 -2.45587 12.12315
H -19.19201 -4.00026 11.05825
H -17.86322 -2.99806 11.26094
H -16.70896 -3.37603 14.66217
H -17.97383 -2.21078 14.04377
H -16.45237 -2.58421 13.19593
H -15.31337 -5.01493 12.72234
C -22.57249 -6.23739 10.23454
C -23.68318 -7.29575 10.10343
C -24.56834 -6.95848 8.96115
C -23.03057 -8.70562 9.84294
C -22.51940 -9.41311 11.09678
C -23.77151 -9.63797 12.00537
C -24.38598 -8.28222 12.47794
C -25.74931 -8.81027 13.07480
C -23.48542 -7.54610 13.53212
N -24.64344 -7.52900 11.24045
O -25.35479 -6.36048 11.57332
H -22.96766 -5.27186 10.55027
H -21.98834 -6.49084 11.11920
H -21.97980 -6.20220 9.32044
H -25.44075 -7.60418 8.86072
H -24.91910 -5.93716 8.81298
H -24.07794 -7.18000 8.01324
H -23.83430 -9.36008 9.50558
H -22.22427 -8.49624 9.14000
H -22.17141 -10.40363 10.80372
H -21.66296 -8.90810 11.54354
H -23.44301 -10.14761 12.91116
H -24.59679 -10.24132 11.62725
H -26.16455 -7.91930 13.54581
H -25.61561 -9.60188 13.81208
H -26.36233 -9.31283 12.32665
H -23.57941 -7.76731 14.59529
H -23.82331 -6.50980 13.52815
H -22.47615 -7.51104 13.12194
H -26.20494 -6.54304 11.16647
C -19.99813 -12.88170 21.41887
O -20.51419 -13.21447 20.18597
C -20.85462 -14.62859 19.84921
C -22.37251 -14.89240 19.48341
N -22.69918 -14.12169 18.28871
C -24.18899 -14.18715 18.02756
C -24.76142 -13.22339 16.85582
O -24.45307 -13.76170 15.56972
C -24.55482 -12.89758 14.50556
H -20.77038 -13.09970 22.15658
H -19.85137 -11.80382 21.48772
H -19.03085 -13.33275 21.64031
H -20.68858 -15.22200 20.74832
H -20.25808 -15.04148 19.03572
H -23.02553 -14.58637 20.30072
H -22.48168 -15.94053 19.20482
H -22.20834 -13.24471 18.38921
H -24.89822 -13.98976 18.83137
H -24.30312 -15.26101 17.87954
H -24.32196 -12.24464 17.04817
H -25.83841 -13.12123 16.98905
H -24.69577 -13.59222 13.67748
H -23.66854 -12.28990 14.32298
H -25.40890 -12.22644 14.59623
C -24.00845 -3.70582 17.68782
O -23.43869 -4.99677 17.90709
C -22.44200 -5.45827 17.10002
C -21.47397 -6.44631 17.79697
N -22.08185 -7.81532 17.99500
C -21.21345 -8.70648 18.65813
C -21.32470 -10.17183 18.09222
O -21.20187 -10.12452 16.70638
C -21.54048 -11.23554 15.82776
H -24.60090 -3.74154 16.77359
H -23.19278 -3.07186 17.34019
H -24.75822 -3.34326 18.39103
H -21.90381 -4.59955 16.69871
H -22.87213 -5.77946 16.15138
H -21.23784 -5.95310 18.73990
H -20.52744 -6.60265 17.27953
H -22.07767 -8.22826 17.07328
H -21.56923 -8.69145 19.68832
H -20.15771 -8.44835 18.57509
H -22.31308 -10.56176 18.33542
H -20.71377 -10.89641 18.63057
H -20.73433 -11.93941 16.03463
H -21.35306 -11.05794 14.76878
H -22.50908 -11.67548 16.06514
C -21.26227 -14.80347 14.98751
O -21.09653 -13.61856 14.14186
C -19.73107 -13.42619 13.69096
C -19.64668 -12.42452 12.60617
N -18.29893 -12.04342 12.50920
C -18.13799 -10.96237 11.50310
C -16.73282 -11.10321 11.09303
O -16.59935 -12.37828 10.45846
C -15.35910 -12.65098 9.93843
H -21.10589 -15.65605 14.32662
H -22.18981 -14.89304 15.55296
H -20.59502 -14.85971 15.84757
H -19.18629 -14.31182 13.36388
H -19.24880 -13.03613 14.58726
H -20.15594 -11.47541 12.77334
H -19.82061 -12.85179 11.61861
H -17.75398 -12.81990 12.16252
H -18.53488 -9.98394 11.77374
H -18.65867 -11.27113 10.59666
H -16.01649 -10.87280 11.88162
H -16.41711 -10.34404 10.37742
H -15.31809 -12.20039 8.94677
H -15.06585 -13.67381 9.70194
H -14.54187 -12.29661 10.56667
C -17.30946 -6.83054 17.15198
O -16.97272 -7.51730 18.36628
C -17.45200 -6.80292 19.43636
C -16.10332 -6.46935 20.29406
N -15.04884 -5.67781 19.63761
C -15.39320 -4.30722 19.30113
C -14.21363 -3.57943 18.70677
O -13.15279 -3.09798 19.57605
C -12.38920 -4.15931 20.26895
H -18.28959 -6.56166 16.75812
H -16.99480 -7.40536 16.28097
H -16.81458 -5.86917 17.01423
H -18.00767 -7.54610 20.00822
H -18.14814 -5.97021 19.33591
H -15.60906 -7.40488 20.55591
H -16.48733 -5.88590 21.13085
H -14.85746 -6.25580 18.83177
H -15.68940 -3.73318 20.17910
H -16.31132 -4.32790 18.71396
H -14.57564 -2.68113 18.20665
H -13.75876 -4.18282 17.92120
H -12.99825 -4.96615 20.67659
H -12.03946 -3.67720 21.18183
H -11.74792 -4.58943 19.49963
C -26.87513 -8.85183 16.75807
C -25.98407 -7.90222 17.60564
O -24.88591 -8.66943 18.02701
H -27.25415 -9.73670 17.26938
H -26.45310 -9.18112 15.80856
H -27.69427 -8.22175 16.41150
H -26.54650 -7.41274 18.40074
H -25.67965 -6.99257 17.08801
H -24.07346 -8.19387 18.21506

---

62
Properties=species:S:1:pos:R:3 method="wB97M-V/def2-TZVPD" smiles="CN(Cc1ccccc1)C(=O)CCC1CCN(C(=O)CC2=CCCCC2)CC1" orbital_gap_ev=9.7 fmax_ha_per_bohr=0.01028 multiplicity=1 e_above_lowest_kcal_mol=4.7 total_charge=0
C -0.45641 -0.97416 -4.34554
N 0.55627 0.03822 -4.50820
C 1.24364 -0.01114 -5.78923
C 2.06877 -1.26445 -5.91894
C 3.05453 -1.53403 -4.97622
C 3.80878 -2.68940 -5.06193
C 3.58877 -3.58731 -6.09391
C 2.61156 -3.32409 -7.03773
C 1.85166 -2.17007 -6.94737
C 0.99191 0.91637 -3.57329
O 1.88829 1.70621 -3.81289
C 0.34227 0.87877 -2.20082
C 0.94950 -0.26235 -1.37754
C 0.33261 -0.45554 0.01393
C -1.12927 -0.90567 -0.03958
C -1.65512 -1.13867 1.37695
N -1.50950 0.06572 2.16943
C -2.61572 0.75793 2.52575
O -3.73396 0.34203 2.27889
C -2.41603 2.06897 3.27898
C -1.81402 1.87845 4.64590
C -0.77753 2.58896 5.07166
C -0.16727 2.45885 6.43369
C -1.08313 1.70190 7.39059
C -1.62740 0.45663 6.70072
C -2.50056 0.86577 5.51892
C -0.13798 0.50040 2.28138
C 0.43176 0.79435 0.89044
H -0.00200 -1.96953 -4.30796
H -1.13173 -0.94369 -5.20475
H -1.04019 -0.82087 -3.44473
H 1.89071 0.86986 -5.82993
H 0.50424 0.04711 -6.59474
H 3.22798 -0.82592 -4.17910
H 4.57302 -2.88935 -4.32520
H 4.17942 -4.48886 -6.16281
H 2.43734 -4.02026 -7.84511
H 1.08765 -1.96981 -7.68556
H -0.73999 0.78703 -2.27681
H 0.57633 1.83355 -1.72940
H 0.85335 -1.20158 -1.92740
H 2.01684 -0.06037 -1.26038
H 0.90699 -1.25330 0.50281
H -1.22370 -1.82668 -0.61779
H -1.74420 -0.13682 -0.51005
H -2.71496 -1.39762 1.35978
H -1.09350 -1.94756 1.85834
H -3.41751 2.49475 3.39084
H -1.81770 2.76049 2.68262
H -0.30865 3.31699 4.42027
H 0.05397 3.45378 6.82874
H 0.78973 1.93218 6.34182
H -0.53591 1.43144 8.29566
H -1.91760 2.34386 7.67983
H -2.20887 -0.14512 7.40146
H -0.79282 -0.15176 6.34473
H -2.76893 -0.00985 4.92344
H -3.43747 1.29916 5.88410
H -0.06673 1.37452 2.92291
H 0.43853 -0.30923 2.74699
H 1.47122 1.11297 0.98003
H -0.14134 1.60782 0.44331

---

35
Properties=species:S:1:pos:R:3 method="wB97M-V/def2-TZVPD" smiles="N[C@@H](Cc1ccc(O)cc1)C(=O)N[C@@H](CO)C(=O)O" orbital_gap_ev=9.4 fmax_ha_per_bohr=0.06900 multiplicity=1 e_above_lowest_kcal_mol=87.9 total_charge=0
N -0.66460 2.16036 -1.32605
C 0.08947 1.01723 -0.79591
C 0.95742 1.50570 0.43492
C 2.21780 0.66901 0.45068
C 3.41178 1.12386 -0.21982
C 4.54874 0.32071 -0.28295
C 4.56750 -0.96556 0.28225
O 5.70098 -1.67913 0.22667
C 3.48529 -1.32861 1.07153
C 2.26320 -0.58199 1.07364
C -1.01936 -0.09400 -0.66384
O -0.85953 -1.14168 -1.27260
N -2.03544 0.20810 0.24768
C -3.45373 -0.18249 -0.11546
C -3.61943 -1.66370 -0.35123
O -3.59567 -2.18818 -1.73068
C -4.37474 0.06242 1.06901
O -5.55836 0.21231 0.94946
O -3.75842 0.09446 2.28945
H -0.04281 2.75770 -1.84968
H -1.25600 1.91160 -2.12747
H 0.84283 0.55747 -1.55114
H 1.02940 2.60941 0.25461
H 0.31976 1.25570 1.31260
H 3.47007 2.04379 -0.68840
H 5.33931 0.70891 -0.89252
H 5.69455 -1.84312 1.17329
H 3.42993 -2.20885 1.65731
H 1.51683 -0.96519 1.72622
H -1.97634 1.21648 0.33476
H -3.74853 0.44845 -0.88565
H -2.75751 -2.18199 0.16599
H -4.67341 -1.85144 -0.02938
H -2.64417 -2.17359 -2.04723
H -2.84680 0.16586 2.10997

---

In Ha, the energy values for the records above are, in order, -3178.3101, -2894.5025, -1194.9533, -952.5424.